A single C17H15ClN2OS molecule. Source: the Open Molecules 2025 dataset; level of theory: the ωB97M-V functional and the def2-TZVPD basis.

The geometry in XYZ format:
```
37
Properties=species:S:1:pos:R:3:nbo_charge:R:1
O -0.84658 1.05272 -2.16139 -0.613
C -0.86348 0.00017 -1.55542 0.676
N -2.03086 -0.43924 -0.91705 -0.437
C -2.06792 -1.63731 -0.27977 0.294
N -1.08603 -2.43792 -0.11514 -0.492
C 0.12243 -2.08845 -0.66428 0.239
C 1.22395 -2.93415 -0.49986 -0.241
C 2.42765 -2.61291 -1.08324 -0.174
C 2.56412 -1.45069 -1.84225 -0.222
C 1.49446 -0.60062 -2.00143 -0.144
C 0.26664 -0.90624 -1.41034 -0.228
H 1.57138 0.30952 -2.57661 0.237
H 3.51414 -1.21798 -2.29865 0.220
H 3.27774 -3.26678 -0.95547 0.217
H 1.09838 -3.83316 0.08251 0.226
H -3.02676 -1.93667 0.12342 0.187
C -3.19153 0.43277 -0.98532 -0.234
H -2.79827 1.41661 -1.26011 0.262
C -3.99124 0.53433 0.31397 -0.424
C -3.13545 0.74452 1.55744 -0.523
H -2.49956 -0.11688 1.74514 0.223
H -3.77514 0.91140 2.42379 0.232
S -2.05394 2.21905 1.41658 0.233
C -0.43022 1.53219 1.22394 -0.198
C 0.00610 0.42055 1.93225 -0.177
C 1.30051 -0.03802 1.77445 -0.246
C 2.16667 0.63715 0.93070 -0.033
C 1.74863 1.76216 0.23632 -0.226
C 0.44911 2.20443 0.38162 -0.195
H 0.10444 3.06890 -0.16301 0.234
H 2.43149 2.28216 -0.41613 0.232
Cl 3.78800 0.07478 0.75518 0.010
H 1.63732 -0.90777 2.31603 0.232
H -0.64535 -0.09146 2.62455 0.212
H -4.67646 1.37616 0.20156 0.227
H -4.59616 -0.36346 0.46719 0.205
H -3.85153 0.09538 -1.79207 0.207
```

Results
E_LUMO, eV: 0.5503
Relative energy (zero: lowest compared OMol25 entry of this formula, charge and spin), kJ/mol: 0.0
Max |F|, eV/A: 0.75
Charge: 0
E, eV: -46259.1472
SMILES: O=c1c2ccccc2ncn1CCCSc1ccc(Cl)cc1
Frontier orbital gap, Eh: 0.32500


A single C17H15FN2O6S molecule at a distorted geometry. Source: the Open Molecules 2025 dataset; level of theory: the ωB97M-V functional and the def2-TZVPD basis.

The geometry in XYZ format:
```
42
Properties=species:S:1:pos:R:3:nbo_charge:R:1
O 1.62737 -5.42921 -1.65242 -0.597
C 1.85353 -4.73935 -0.68913 0.781
O 2.31280 -5.24667 0.46381 -0.685
H 2.41723 -6.20725 0.38185 0.503
C 1.66279 -3.27623 -0.64805 -0.240
C 1.96692 -2.52525 0.46777 -0.101
C 1.78638 -1.14173 0.47193 -0.022
C 1.25345 -0.47337 -0.66565 0.262
N 1.05359 0.85450 -0.66830 -0.571
C 0.44504 1.60373 -1.73169 -0.175
C 0.46825 3.10579 -1.42263 -0.524
H 1.30198 3.34699 -0.76336 0.233
H 0.57173 3.67014 -2.34827 0.250
S -1.06479 3.78312 -0.69434 0.199
C -0.94224 3.35088 1.08348 -0.540
C -1.52528 2.01165 1.40810 -0.021
C -2.79704 1.68208 0.95944 -0.275
C -3.30590 0.43206 1.24677 0.421
C -2.59283 -0.50371 1.97328 -0.285
C -1.33696 -0.15750 2.43698 -0.179
C -0.80915 1.09251 2.16238 -0.252
H 0.16468 1.36297 2.54244 0.227
H -0.76465 -0.86682 3.01604 0.219
H -3.01975 -1.47453 2.16626 0.230
F -4.54107 0.11839 0.80615 -0.326
H -3.37576 2.38273 0.37700 0.229
H 0.10359 3.42661 1.37917 0.226
H -1.50757 4.14383 1.57710 0.243
H 0.99823 1.43530 -2.66744 0.224
C -1.00213 1.14255 -1.97364 0.797
O -1.59356 0.37733 -1.26862 -0.575
O -1.49434 1.67834 -3.08579 -0.689
H -2.42359 1.42477 -3.20953 0.506
H 1.24719 1.32661 0.21208 0.440
C 0.97140 -1.27177 -1.79679 -0.277
C 1.16867 -2.62386 -1.78977 -0.093
H 0.94798 -3.22049 -2.66161 0.244
H 0.58439 -0.80203 -2.68564 0.218
N 2.16798 -0.45909 1.65303 0.525
O 2.47340 -1.11078 2.63048 -0.375
O 2.18454 0.77229 1.65227 -0.439
H 2.36349 -2.99554 1.35487 0.265
```

Results
E_LUMO, eV: -0.6892
Relative energy (zero: lowest compared OMol25 entry of this formula, charge and spin), kJ/mol: 7.3
Max |F|, eV/A: 1.27
Charge: 0
E, eV: -46689.0783
SMILES: O=C(O)c1ccc(N[C@H](CSCc2cccc(F)c2)C(=O)O)c([N+](=O)[O-])c1
Frontier orbital gap, Eh: 0.29602


An isolated ion of composition C17H15N2O4S and charge -1 at a distorted geometry. Source: the Open Molecules 2025 dataset; level of theory: the ωB97M-V functional and the def2-TZVPD basis.

The geometry in XYZ format:
```
39
Properties=species:S:1:pos:R:3:nbo_charge:R:1
C -4.55560 -2.30379 0.09157 -0.624
C -3.26125 -2.13014 0.85570 -0.074
O -3.13880 -0.73434 1.19468 -0.533
C -1.95983 -0.46839 1.82268 0.772
C -1.66163 1.00612 1.74597 -0.595
C -0.79428 1.62885 2.76205 0.082
C 0.00222 0.87994 3.65113 -0.272
C 0.85910 1.53540 4.55050 -0.211
C 0.95789 2.93384 4.58425 -0.279
C 0.08759 3.68737 3.77668 -0.222
C -0.76607 3.04424 2.87020 -0.261
O -1.23737 -1.34366 2.27272 -0.661
H -4.56306 -3.30038 -0.37808 0.202
H -5.42194 -2.17983 0.75907 0.200
H -4.69435 -1.55096 -0.68778 0.215
H -3.29654 -2.71187 1.79754 0.184
H -2.39228 -2.41858 0.22349 0.189
H -2.57669 1.64426 1.58726 0.213
H -0.10175 -0.20704 3.63906 0.248
H 1.43772 0.93945 5.26914 0.196
H 1.67427 3.43552 5.26003 0.196
H 0.08202 4.78625 3.87558 0.196
H -1.44287 3.62646 2.23637 0.198
O 4.26456 -0.52584 -6.51974 -0.407
N 4.20009 -1.22854 -5.48965 0.508
O 4.98603 -2.19480 -5.31665 -0.422
C 3.23704 -0.96501 -4.46389 -0.031
C 3.29174 -1.82572 -3.36089 -0.179
C 2.42928 -1.59030 -2.32626 -0.183
C 1.53850 -0.50807 -2.35706 0.194
N 0.73839 -0.31143 -1.21189 -0.582
C -0.04808 0.44490 -0.67808 0.004
S -1.16303 1.48531 -0.19749 0.210
C 1.47098 0.31849 -3.49786 -0.241
C 2.32481 0.11236 -4.56421 -0.172
H 4.01074 -2.64744 -3.34087 0.248
H 2.40786 -2.22155 -1.44470 0.225
H 0.73863 1.12750 -3.52910 0.228
H 2.33593 0.73140 -5.46146 0.239
```

Results
E_LUMO, eV: 1.5788
Max |F|, eV/A: 4.93
Charge: -1
E, eV: -39873.9990
Frontier orbital gap, Eh: 0.13623


A 2-piece molecular cluster, C17H15N2O5 overall at a distorted geometry. Source: the Open Molecules 2025 dataset; level of theory: the ωB97M-V functional and the def2-TZVPD basis.

The geometry in XYZ format:
```
39
Properties=species:S:1:pos:R:3:nbo_charge:R:1
C -5.48381 -2.22941 0.24188 -0.258
O -5.14753 -0.92484 0.76926 -0.493
C -3.87198 -0.49590 0.58116 0.318
C -3.51930 0.75095 1.15597 -0.258
C -2.23257 1.21734 1.03094 -0.143
C -1.23514 0.46068 0.36636 -0.134
C 0.13404 0.92555 0.30000 0.039
C 1.21756 0.14124 0.55924 -0.369
C 2.56373 0.75942 0.47613 0.774
O 2.75190 1.93885 0.26854 -0.532
O 3.63470 -0.06050 0.72202 -0.519
C 3.43786 -1.48435 0.60342 0.530
C 3.31337 -1.91297 -0.84722 -0.664
C 4.62757 -2.14178 1.30180 -0.625
O 2.28362 -1.88785 1.37149 -0.523
C 1.13087 -1.15606 1.29462 0.776
O 0.15278 -1.56886 1.87747 -0.566
C -1.60803 -0.77203 -0.21370 -0.141
C -2.90104 -1.24560 -0.12909 -0.267
H -6.53316 -2.35152 0.50707 0.199
H -5.35602 -2.26629 -0.85141 0.182
H -4.87149 -3.01670 0.70931 0.183
H -4.28189 1.30646 1.69682 0.225
H -1.92801 2.16395 1.47636 0.222
H 0.32955 1.96221 0.04679 0.259
H 2.46907 -1.43556 -1.35249 0.231
H 4.23815 -1.65841 -1.37389 0.231
H 3.19211 -2.99929 -0.89389 0.222
H 4.65521 -1.80139 2.33967 0.231
H 4.51063 -3.22654 1.28423 0.219
H 5.55535 -1.85892 0.80312 0.223
H -0.86644 -1.36530 -0.74830 0.212
H -3.15662 -2.20878 -0.57656 0.209
C 0.44065 4.57299 -2.03752 -0.769
C -0.70622 4.98239 -2.69420 0.305
N -1.71769 5.31519 -3.19369 -0.535
C 1.65976 4.64367 -2.68860 0.306
N 2.72434 4.68191 -3.18540 -0.525
H 0.39414 4.24606 -0.99771 0.224
```

Results
E_LUMO, eV: 1.4867
Relative energy (zero: lowest compared OMol25 entry of this formula, charge and spin), kJ/mol: 0.0
Max |F|, eV/A: 1.95
Charge: -1
E, eV: -31090.2433
Frontier orbital gap, Eh: 0.16539


Computed E_HOMO, in the same sequence as the records: -8.293 -8.744 -2.128 -3.014 eV.